{"formula": "C4H3O5Rh", "method": "ωB97M-V/def2-TZVPD", "fmax_ev_per_a": 6.16, "lumo_energy_ev": [-10.843, -14.619], "spin_multiplicity": 5, "total_charge": 2, "homo_energy_ev": [-19.92, -19.84], "e_tot_ha": -639.97136, "gap_ev": [9.1, 5.2], "species": ["O", "C", "C", "C", "O", "C", "O", "O", "O", "H", "H", "H", "Rh"], "coordinates": [[3.532, 0.177, 0.720], [2.466, 0.513, 0.363], [0.268, -0.529, -0.539], [-1.012, -1.226, -0.107], [-2.013, -0.217, 0.016], [-1.569, 0.999, 0.311], [-0.280, 1.090, -0.049], [-2.204, 1.810, 0.919], [1.369, -0.826, 0.122], [0.402, -0.420, -1.628], [-0.866, -1.716, 0.862], [-1.351, -1.929, -0.876], [1.258, 2.273, -0.114]], "lowdin_charge": [0.27, -0.09, -0.10, 0.02, 0.14, -0.56, -0.15, 0.27, 0.16, 0.22, 0.18, 0.18, 1.47]}

=====

{"formula": "C4H3S2", "method": "ωB97M-V/def2-TZVPD", "fmax_ev_per_a": 2.36, "lumo_energy_ev": 3.716, "smiles": "Cc1c([S-])c1=S", "total_charge": -1, "homo_energy_ev": -3.31, "e_above_lowest_kcal_mol": 5.62, "e_tot_ha": -950.59369, "gap_ev": 7.0, "species": ["C", "C", "C", "S", "C", "S", "H", "H", "H"], "coordinates": [[0.100, -0.050, 1.403], [0.030, 0.021, -0.084], [-0.554, -0.458, -1.258], [-1.657, -1.463, -1.928], [0.507, 0.539, -1.264], [1.424, 1.549, -2.210], [0.754, -0.809, 1.878], [-0.925, -0.236, 1.581], [0.320, 0.909, 1.884]], "lowdin_charge": [-0.05, -0.26, -0.84, 0.41, -0.83, 0.37, 0.08, 0.05, 0.07]}

=====

{"formula": "C4H3S2", "method": "ωB97M-V/def2-TZVPD", "fmax_ev_per_a": 4.00, "lumo_energy_ev": [2.825, 2.825], "total_charge": -1, "homo_energy_ev": [-3.84, -3.84], "e_above_lowest_kcal_mol": 86.77, "e_tot_ha": -950.46438, "gap_ev": [6.7, 6.7], "species": ["C", "C", "C", "C", "S", "S", "H", "H", "H"], "coordinates": [[-0.003, 0.192, -0.274], [1.212, -0.211, -0.729], [0.995, 1.160, -0.222], [-1.324, -0.285, 0.191], [2.429, -2.292, 0.112], [1.410, 2.602, 0.235], [-1.947, -0.297, -0.752], [-1.772, 0.426, 0.800], [-1.000, -1.295, 0.640]], "lowdin_charge": [-0.36, -0.15, -0.93, -0.05, -0.28, 0.53, 0.10, 0.04, 0.11]}

=====

{"formula": "C4H4", "method": "ωB97M-V/def2-TZVPD", "fmax_ev_per_a": 3.11, "lumo_energy_ev": 0.372, "smiles": "C=C=C=C", "homo_energy_ev": -9.19, "e_above_lowest_kcal_mol": 18.51, "e_tot_ha": -154.69097, "gap_ev": 9.6, "species": ["C", "C", "C", "C", "H", "H", "H", "H"], "coordinates": [[1.915, 0.005, 0.188], [0.641, 0.048, -0.137], [-0.639, -0.038, -0.132], [-1.900, 0.009, 0.189], [2.508, -0.852, 0.369], [2.419, 0.884, 0.200], [-2.570, -0.755, 0.387], [-2.497, 0.892, 0.213]], "lowdin_charge": [0.03, -0.09, -0.10, 0.01, 0.05, 0.02, 0.03, 0.05]}

=====

{"formula": "C4H4", "method": "ωB97M-V/def2-TZVPD", "fmax_ev_per_a": 9.15, "lumo_energy_ev": [-0.079, -0.376], "smiles": "C#CC=C", "homo_energy_ev": [-8.56, -8.86], "e_above_lowest_kcal_mol": 63.48, "e_tot_ha": -154.61931, "gap_ev": [8.5, 8.5], "species": ["C", "C", "C", "C", "H", "H", "H", "H"], "coordinates": [[-2.153, -0.379, -0.063], [-1.077, 0.126, -0.120], [0.191, 0.680, -0.216], [1.603, -0.230, -0.059], [-3.198, -0.743, -0.035], [0.624, 1.593, -0.048], [2.539, 0.208, 0.292], [1.471, -1.255, 0.248]], "lowdin_charge": [0.11, -0.22, -0.08, 0.09, 0.05, 0.02, 0.02, 0.01]}

=====

{"formula": "C4H4", "method": "ωB97M-V/def2-TZVPD", "fmax_ev_per_a": 7.02, "lumo_energy_ev": 1.132, "smiles": "C#C.C#C", "homo_energy_ev": -10.81, "e_above_lowest_kcal_mol": 71.56, "e_tot_ha": -154.60644, "gap_ev": 11.9, "species": ["C", "C", "H", "H", "C", "C", "H", "H"], "coordinates": [[-1.855, -1.436, -0.622], [-1.470, -2.500, -0.256], [-2.267, -0.612, -1.187], [-1.190, -3.126, 0.659], [1.202, 1.615, 0.152], [2.235, 2.148, 0.335], [0.055, 1.578, 0.036], [3.290, 2.334, 0.884]], "lowdin_charge": [-0.04, -0.05, 0.02, 0.06, -0.08, -0.08, 0.06, 0.09]}

=====

{"formula": "C4H40BrN2O18P", "method": "ωB97M-V/def2-TZVPD", "fmax_ev_per_a": 1.80, "lumo_energy_ev": -1.626, "homo_energy_ev": -8.66, "e_tot_ha": -4555.62911, "gap_ev": 7.0, "species": ["C", "N", "C", "O", "P", "O", "O", "Br", "O", "C", "C", "N", "H", "H", "H", "H", "H", "H", "H", "H", "H", "H", "H", "H", "O", "H", "H", "O", "H", "H", "O", "H", "H", "O", "H", "H", "O", "H", "H", "O", "H", "H", "O", "H", "H", "O", "H", "H", "O", "H", "H", "O", "H", "H", "O", "H", "H", "O", "H", "H", "O", "H", "H", "O", "H", "H"], "coordinates": [[3.528, -2.868, -0.446], [3.330, -1.710, -1.317], [2.055, -1.688, -1.987], [1.392, -0.389, -1.764], [0.345, -0.476, -0.541], [0.848, -1.335, 0.553], [0.317, 1.054, 0.060], [-1.031, 2.156, -0.502], [-1.070, -0.940, -1.118], [-1.946, -1.507, -0.107], [-3.239, -2.022, -0.720], [-3.008, -2.758, -1.969], [2.944, -2.849, 0.473], [3.302, -3.798, -0.968], [4.575, -2.871, -0.151], [3.528, -0.837, -0.853], [1.393, -2.503, -1.688], [2.229, -1.750, -3.057], [-1.475, -2.313, 0.452], [-2.204, -0.721, 0.614], [-4.002, -1.247, -0.838], [-3.646, -2.739, 0.003], [-2.883, -2.117, -2.745], [-3.863, -3.259, -2.183], [-2.504, 4.059, 1.931], [-1.969, 3.571, 1.291], [-2.056, 3.889, 2.772], [-4.338, 1.669, 1.881], [-5.105, 2.056, 2.317], [-3.744, 2.425, 1.744], [3.745, 2.032, -1.632], [3.823, 2.123, -2.590], [2.897, 1.587, -1.511], [-4.955, 1.305, -0.992], [-5.658, 1.842, -1.372], [-5.058, 1.410, -0.034], [4.634, -2.158, 2.249], [3.877, -1.770, 2.703], [5.153, -1.399, 1.965], [-0.092, 2.950, 3.577], [0.308, 2.328, 2.958], [0.411, 2.828, 4.389], [2.513, -5.290, 1.314], [3.210, -4.911, 1.862], [1.780, -5.431, 1.920], [2.791, 4.862, -0.633], [2.892, 3.939, -0.901], [2.366, 5.290, -1.383], [-4.631, -4.165, 1.015], [-4.412, -5.050, 1.327], [-5.531, -4.017, 1.323], [0.639, -0.377, 3.317], [0.734, -0.395, 2.353], [-0.218, -0.784, 3.475], [6.053, 0.674, -2.909], [5.287, 1.036, -2.443], [6.553, 1.444, -3.197], [-5.117, 4.681, 0.237], [-4.239, 4.544, 0.613], [-4.954, 5.123, -0.602], [0.728, -2.898, -4.496], [0.100, -3.449, -4.016], [0.290, -2.043, -4.560], [0.715, 5.703, 1.824], [0.459, 5.089, 2.523], [1.203, 5.160, 1.193]], "lowdin_charge": [-0.14, -0.07, -0.24, -0.18, 0.37, -0.23, -0.70, 0.92, -0.20, -0.19, -0.25, 0.01, 0.04, 0.08, 0.07, 0.10, 0.12, 0.10, 0.12, 0.12, 0.10, 0.08, 0.06, 0.07, -0.08, -0.07, 0.04, -0.06, 0.06, 0.00, -0.04, 0.06, 0.03, -0.08, 0.03, -0.01, -0.06, 0.04, 0.04, -0.05, 0.03, 0.06, -0.05, 0.03, 0.04, -0.05, 0.00, 0.04, -0.05, 0.05, 0.05, -0.07, -0.02, 0.04, -0.06, -0.02, 0.03, -0.06, 0.00, 0.04, -0.05, 0.04, 0.04, -0.07, 0.00, 0.00]}

=====

{"formula": "C4H40NO16", "method": "ωB97M-V/def2-TZVPD", "fmax_ev_per_a": 4.36, "lumo_energy_ev": 2.496, "total_charge": -1, "homo_energy_ev": -5.87, "e_above_lowest_kcal_mol": 70.18, "e_tot_ha": -1435.00877, "gap_ev": 8.4, "species": ["C", "N", "C", "C", "C", "O", "H", "H", "H", "H", "H", "H", "H", "H", "H", "H", "H", "H", "O", "H", "H", "O", "H", "H", "O", "H", "H", "O", "H", "H", "O", "H", "H", "O", "H", "H", "O", "H", "H", "O", "H", "H", "O", "H", "H", "O", "H", "H", "O", "H", "H", "O", "H", "H", "O", "H", "H", "O", "H", "H", "O"], "coordinates": [[-3.320, -0.282, -2.121], [-1.934, 0.144, -1.806], [-0.801, -1.478, -3.271], [-0.945, -0.905, -1.811], [-1.133, -1.867, -0.586], [-0.048, -1.574, 0.297], [-3.426, -1.368, -2.306], [-3.942, 0.019, -1.324], [-3.557, 0.186, -3.092], [-1.987, 0.710, -0.959], [-1.279, -0.879, -4.056], [-1.153, -2.462, -3.543], [0.274, -1.505, -3.564], [0.077, -0.417, -1.685], [-0.922, -2.853, -0.979], [-2.045, -1.609, -0.129], [-0.743, -1.160, 4.466], [-1.516, 0.061, 4.630], [-0.595, -0.198, 4.418], [1.272, 0.716, 1.957], [0.030, 1.275, 1.221], [0.945, 1.491, 1.491], [3.797, 1.713, -1.462], [3.877, 0.323, -0.764], [4.127, 0.809, -1.532], [-0.469, 4.018, 0.788], [0.719, 3.262, 1.205], [0.489, 4.071, 0.707], [-0.219, 2.329, -1.088], [0.967, 2.565, -1.984], [0.161, 3.028, -1.655], [1.453, -1.338, -0.031], [3.079, -1.580, 0.278], [2.416, -1.048, -0.024], [-0.666, -0.740, 1.204], [-0.770, -0.056, 2.727], [-1.304, -0.107, 1.914], [1.884, -2.753, 3.318], [1.272, -1.551, 4.159], [2.030, -2.110, 3.993], [1.975, 4.254, -0.847], [1.893, 4.270, -2.360], [2.476, 4.207, -1.658], [-2.555, 2.689, 1.578], [-2.026, 1.237, 1.290], [-2.454, 2.053, 0.929], [-1.060, -3.566, 3.677], [-1.868, -2.285, 3.394], [-1.348, -2.721, 4.077], [0.033, -2.520, 1.473], [0.383, -3.972, 1.157], [0.179, -3.447, 1.948], [1.323, 0.441, -3.597], [2.284, 1.597, -3.563], [1.410, 1.337, -3.279], [-1.928, 1.758, -3.320], [-1.956, 2.971, -2.344], [-2.119, 2.712, -3.261], [3.685, -2.248, 2.237], [2.322, -2.686, 1.689], [3.258, -2.962, 1.776]], "lowdin_charge": [-0.10, -0.11, -0.05, -0.34, -0.19, -0.33, 0.09, 0.06, 0.07, 0.08, 0.07, 0.05, 0.07, 0.14, 0.11, 0.10, -0.01, 0.08, -0.07, 0.05, 0.02, -0.05, 0.02, -0.02, -0.06, 0.02, 0.00, -0.08, 0.03, 0.02, -0.11, 0.00, -0.05, -0.06, 0.05, -0.02, -0.20, -0.03, 0.01, -0.04, 0.00, -0.01, -0.03, -0.01, -0.02, -0.06, 0.06, 0.04, -0.07, 0.03, 0.05, -0.14, 0.03, 0.05, -0.03, 0.00, 0.01, -0.10, 0.04, 0.01, -0.07]}

=====

{"formula": "C4H43N2O15", "method": "ωB97M-V/def2-TZVPD", "fmax_ev_per_a": 8.17, "lumo_energy_ev": -2.407, "total_charge": 1, "homo_energy_ev": -12.90, "e_above_lowest_kcal_mol": 132.38, "e_tot_ha": -1415.97575, "gap_ev": 10.5, "species": ["C", "N", "C", "N", "C", "C", "H", "H", "H", "H", "H", "H", "H", "H", "H", "H", "H", "H", "H", "H", "H", "O", "H", "H", "O", "H", "H", "O", "H", "H", "O", "H", "H", "O", "H", "H", "O", "H", "H", "O", "H", "H", "O", "H", "H", "O", "H", "H", "O", "H", "H", "O", "H", "H", "O", "H", "H", "O", "H", "H", "O", "H", "H", "O"], "coordinates": [[-0.853, -0.100, -1.188], [0.020, 0.199, -0.044], [-0.098, -0.457, -2.372], [0.303, 0.803, -3.164], [-0.899, 1.616, -3.574], [-1.674, 0.770, -4.526], [-1.494, -0.867, -0.801], [-1.634, 0.663, -1.301], [0.622, 1.089, -0.033], [0.517, -0.482, 0.281], [0.896, -0.833, -2.095], [-0.694, -1.193, -3.044], [0.966, 1.316, -2.570], [1.051, 0.687, -3.902], [-0.692, 2.535, -4.066], [-1.529, 2.024, -2.793], [-2.003, -0.336, -4.285], [-2.670, 1.281, -4.759], [-1.210, 0.565, -5.624], [-3.914, -2.083, 2.841], [-3.993, -0.645, 3.453], [-3.478, -1.251, 2.999], [-1.743, -1.828, 3.253], [-0.782, -1.332, 2.094], [-0.733, -1.535, 3.044], [-3.881, 1.669, 3.291], [-2.643, 1.347, 4.031], [-3.615, 1.301, 4.127], [-0.832, 0.674, 2.091], [-0.634, 0.750, 3.711], [-1.231, 0.948, 2.908], [3.028, 1.051, -3.798], [2.880, 0.012, -4.727], [2.693, 0.843, -4.629], [0.472, -3.109, 0.196], [-0.607, -3.850, -0.263], [-0.002, -3.113, -0.594], [1.474, -2.182, 1.948], [2.088, -1.231, 1.142], [1.502, -1.213, 1.885], [-1.053, 3.363, -0.429], [-0.479, 4.110, -1.438], [-0.752, 3.142, -1.246], [2.666, 0.674, 1.106], [4.139, 0.370, 0.741], [3.295, 0.308, 0.440], [0.136, 3.459, 1.543], [-0.982, 2.359, 1.783], [-0.806, 3.298, 1.491], [2.413, 0.839, -0.963], [2.717, 2.208, -1.542], [2.507, 1.299, -1.837], [1.378, -3.280, -2.196], [1.694, -4.044, -3.408], [1.586, -3.126, -3.088], [0.673, 1.066, 2.142], [1.611, 1.570, 3.295], [1.355, 1.733, 2.370], [0.185, -4.515, 2.685], [-0.009, -3.007, 2.750], [0.139, -3.736, 2.156], [1.472, -0.946, 5.318], [0.304, -1.153, 4.394], [0.835, -0.495, 4.790]], "lowdin_charge": [-0.23, 0.06, -0.13, 0.05, -0.23, -0.12, 0.11, 0.12, 0.11, -0.06, 0.11, 0.15, 0.08, 0.13, 0.12, 0.08, 0.10, 0.10, 0.13, 0.06, -0.01, -0.01, 0.14, 0.05, -0.15, 0.04, 0.02, -0.05, -0.01, 0.11, -0.09, 0.00, -0.03, 0.08, -0.04, 0.11, -0.04, 0.05, 0.02, -0.05, -0.06, 0.13, -0.05, 0.05, 0.03, -0.01, 0.03, 0.02, -0.07, 0.02, 0.10, -0.07, -0.04, 0.06, -0.05, -0.01, 0.08, -0.06, 0.06, -0.02, -0.04, 0.04, -0.03, -0.02]}

=====

{"formula": "C4H4BaLiO2", "method": "ωB97M-V/def2-TZVPD", "fmax_ev_per_a": 3.13, "lumo_energy_ev": -3.996, "total_charge": 1, "homo_energy_ev": -8.33, "e_above_lowest_kcal_mol": 0.00, "e_tot_ha": -337.94355, "gap_ev": 4.3, "species": ["O", "C", "C", "H", "H", "H", "C", "C", "O", "Li", "H", "Ba"], "coordinates": [[-0.870, 1.074, -1.094], [-1.321, -0.178, -0.889], [-2.374, -0.680, -1.539], [-3.016, -0.021, -2.122], [-2.647, -1.727, -1.421], [0.031, 1.235, -0.608], [-0.403, -1.055, 0.041], [0.735, -0.643, 0.531], [1.645, 0.104, 0.689], [2.987, 0.746, 1.976], [-0.821, -1.974, 0.456], [6.055, 3.120, 3.980]], "lowdin_charge": [0.03, -0.39, 0.08, 0.08, 0.07, 0.15, 0.02, -0.16, 0.01, 0.36, 0.13, 0.62]}

=====

{"formula": "C4H4Br2O", "method": "ωB97M-V/def2-TZVPD", "fmax_ev_per_a": 4.88, "lumo_energy_ev": 0.457, "homo_energy_ev": -9.30, "e_above_lowest_kcal_mol": 21.44, "e_tot_ha": -5378.00317, "gap_ev": 9.8, "species": ["C", "C", "C", "C", "O", "Br", "Br", "H", "H", "H", "H"], "coordinates": [[1.174, 1.400, -1.129], [0.790, 0.231, -1.455], [-0.198, -0.603, 1.688], [-1.121, -0.586, 0.749], [1.436, 2.510, -0.783], [-1.708, -1.988, -0.428], [-1.994, 0.998, 0.435], [-0.208, -0.038, -1.767], [1.528, -0.634, -1.544], [0.306, -1.546, 1.945], [-0.005, 0.255, 2.290]], "lowdin_charge": [-0.29, -0.06, -0.13, -1.30, 0.13, 0.66, 0.74, 0.02, 0.11, 0.08, 0.06]}

=====

{"formula": "C4H4Br2O", "method": "ωB97M-V/def2-TZVPD", "fmax_ev_per_a": 3.14, "lumo_energy_ev": 0.291, "homo_energy_ev": -9.24, "e_above_lowest_kcal_mol": 26.09, "e_tot_ha": -5377.99576, "gap_ev": 9.5, "species": ["C", "C", "C", "C", "O", "Br", "Br", "H", "H", "H", "H"], "coordinates": [[-0.947, -0.377, -0.523], [0.147, 0.314, -0.746], [1.039, 0.429, 1.922], [1.404, 0.032, 0.066], [0.725, 1.488, 2.302], [1.944, -1.837, 0.160], [2.833, 1.208, -0.430], [-1.800, -0.308, -1.199], [-0.935, -1.293, 0.037], [0.314, 1.246, -1.264], [1.265, -0.556, 2.497]], "lowdin_charge": [-0.01, -0.30, -0.23, -1.19, 0.08, 0.66, 0.69, 0.07, 0.05, 0.07, 0.10]}